[1]
Here is the ion C26H36ClN2O7S2 with charge +1 at a distorted geometry from OMol25. Energies are from the ωB97M-V functional and the def2-TZVPD basis.

Each line ends with the Löwdin charge.
Element x y z (Å)
C (3.53, 2.69, 4.65)  -0.1510
C (2.95, 1.49, 3.88)  -0.5451
S (1.17, 1.44, 4.15)  0.9321
C (0.55, 0.48, 2.75)  -0.4128
C (0.84, 1.12, 1.40)  -0.2748
O (-0.13, 2.17, 1.19)  -0.0225
C (-0.80, 2.04, -0.02)  -0.2484
C (-2.23, 1.54, 0.19)  -0.0895
C (-3.32, 2.22, -0.68)  -0.1619
C (-4.46, 1.25, -1.02)  -0.2152
C (-4.34, 0.64, -2.42)  -0.2831
S (-4.30, -1.12, -2.41)  0.3168
O (-4.34, -1.62, -3.74)  -0.3075
O (-3.27, -1.52, -1.49)  -0.3486
Cl (-6.07, -1.51, -1.53)  0.4791
N (0.14, 1.18, -0.88)  0.0159
C (1.21, 2.16, -1.36)  -0.0282
C (0.83, 3.06, -2.54)  -0.2097
O (1.24, 2.58, -3.80)  -0.0301
C (-0.73, 0.63, -1.97)  -0.1779
O (0.07, 0.20, -3.00)  -0.1517
C (-0.71, -0.34, -4.07)  -0.0174
C (0.73, 0.18, 0.18)  -0.2248
O (-0.23, -0.80, 0.52)  0.0609
C (-0.17, -2.09, -0.04)  -0.3700
O (-0.13, -2.26, -1.21)  0.2065
C (-0.20, -3.13, 1.01)  -0.1406
C (0.95, -3.88, 1.25)  -0.0105
C (0.92, -4.88, 2.21)  -0.0566
C (-0.26, -5.13, 2.92)  -0.0628
C (-1.40, -4.38, 2.67)  -0.0571
C (-1.38, -3.38, 1.71)  -0.0093
C (2.11, -0.44, -0.10)  -0.1129
C (2.95, -0.69, 0.99)  0.0008
C (4.20, -1.27, 0.76)  -0.1068
N (4.64, -1.62, -0.44)  0.0870
C (3.83, -1.41, -1.47)  -0.0989
C (2.57, -0.84, -1.36)  -0.0005
H (2.81, 3.09, 5.36)  0.0531
H (3.81, 3.48, 3.96)  0.0727
H (4.42, 2.38, 5.20)  0.0736
H (3.40, 0.56, 4.21)  0.0730
H (3.19, 1.59, 2.82)  0.0532
H (-0.53, 0.50, 2.87)  0.0914
H (0.90, -0.55, 2.81)  0.0837
H (1.81, 1.61, 1.36)  0.1315
H (-0.86, 3.04, -0.44)  0.1672
H (-2.44, 1.79, 1.23)  0.1411
H (-2.32, 0.46, 0.12)  0.1033
H (-2.89, 2.63, -1.59)  0.1025
H (-3.71, 3.07, -0.13)  0.1217
H (-5.43, 1.72, -0.91)  0.1186
H (-4.42, 0.44, -0.29)  0.0860
H (-5.16, 0.94, -3.07)  0.1136
H (-3.42, 0.94, -2.92)  0.0872
H (1.44, 2.78, -0.50)  0.1417
H (2.11, 1.60, -1.62)  0.1303
H (1.31, 4.02, -2.34)  0.1357
H (-0.24, 3.25, -2.58)  0.1205
H (2.16, 2.83, -3.95)  0.1038
H (-1.34, -0.17, -1.57)  0.1062
H (-1.38, 1.44, -2.30)  0.1235
H (-1.29, 0.44, -4.55)  0.1032
H (-1.36, -1.14, -3.70)  0.0900
H (-0.01, -0.75, -4.79)  0.1071
H (1.86, -3.67, 0.70)  0.1185
H (1.80, -5.47, 2.41)  0.1105
H (-0.28, -5.92, 3.66)  0.1095
H (-2.31, -4.57, 3.22)  0.1099
H (-2.26, -2.79, 1.50)  0.1206
H (2.66, -0.46, 2.00)  0.0849
H (4.85, -1.45, 1.61)  0.1171
H (4.20, -1.71, -2.44)  0.1167
H (1.96, -0.71, -2.24)  0.1040

Computed properties:
* LUMO level: -0.0880 Ha
* structure (SMILES): CCSC[C@@H]1O[C@H](CCCCS(=O)(=O)Cl)[N@+](CCO)(COC)[C@@]1(OC(=O)c1ccccc1)c1ccncc1
* 2S+1: 1
* gap between HOMO and LUMO: 8.848 eV
* charge: +1



[2]
Here is a cluster of 6 separate species, C26H36F5N8 in total at a distorted geometry from OMol25. Energies are from the ωB97M-V functional and the def2-TZVPD basis.

Each line ends with the Löwdin charge.
Element x y z (Å)
N (2.66, -0.10, 0.76)  0.2208
C (2.28, 0.02, -0.53)  -0.4115
N (2.27, -1.09, -1.30)  0.2043
N (1.98, 1.20, -1.09)  0.1370
C (1.55, 2.31, -0.21)  -0.1362
C (0.19, 2.12, 0.44)  -0.1424
C (-0.98, 1.94, -0.56)  -0.0470
C (-1.94, 0.84, -0.13)  -0.4587
F (-3.06, 0.93, -0.88)  0.1255
F (-2.25, 0.99, 1.16)  0.1397
C (-1.41, -0.59, -0.38)  -0.5091
F (-0.43, -0.92, 0.49)  0.1400
F (-0.91, -0.68, -1.62)  0.1441
F (-2.40, -1.49, -0.25)  0.1978
H (2.49, -1.06, 1.05)  0.1006
H (2.16, 0.50, 1.40)  0.1033
H (1.56, -1.26, -1.99)  0.1006
H (3.04, -1.74, -1.22)  0.1352
H (1.37, 1.07, -1.90)  0.1390
H (1.50, 3.20, -0.83)  0.1356
H (2.32, 2.49, 0.52)  0.1276
H (-0.01, 3.01, 1.01)  0.1311
H (0.17, 1.30, 1.15)  0.0991
H (-0.68, 1.77, -1.58)  0.1198
H (-1.58, 2.85, -0.53)  0.1402
N (-4.18, 4.24, -4.84)  0.0057
C (-3.97, 3.76, -3.57)  -0.1436
C (-3.79, 2.40, -3.67)  -0.1170
C (-3.90, 2.05, -5.04)  -0.1091
C (-4.14, 3.21, -5.73)  -0.1339
H (-4.35, 5.20, -5.07)  0.1463
H (-3.96, 4.42, -2.72)  0.1031
H (-3.60, 1.73, -2.85)  0.0614
H (-3.82, 1.07, -5.47)  0.0897
H (-4.29, 3.38, -6.79)  0.1099
N (1.58, -3.94, 0.50)  -0.0168
C (1.85, -4.42, 1.75)  -0.1371
C (2.04, -5.77, 1.65)  -0.0941
C (1.88, -6.12, 0.28)  -0.0951
C (1.60, -4.97, -0.41)  -0.1438
H (1.39, -2.98, 0.28)  0.0845
H (1.88, -3.76, 2.61)  0.0991
H (2.27, -6.44, 2.46)  0.0979
H (1.97, -7.10, -0.15)  0.0984
H (1.41, -4.80, -1.45)  0.0998
N (3.95, -1.78, 6.01)  0.0161
C (3.20, -0.72, 6.44)  -0.1253
C (2.64, -0.12, 5.34)  -0.1081
C (3.08, -0.86, 4.21)  -0.1244
C (3.88, -1.87, 4.65)  -0.1380
H (4.48, -2.39, 6.60)  0.1517
H (3.13, -0.48, 7.49)  0.1136
H (2.00, 0.74, 5.36)  0.0896
H (2.83, -0.66, 3.18)  0.0419
H (4.41, -2.65, 4.12)  0.1093
N (-3.16, 1.23, 5.57)  0.0030
C (-3.88, 2.29, 6.04)  -0.1350
C (-4.32, 3.02, 4.96)  -0.1066
C (-3.84, 2.36, 3.79)  -0.1175
C (-3.13, 1.26, 4.20)  -0.1581
H (-2.72, 0.53, 6.14)  0.1432
H (-4.02, 2.45, 7.09)  0.1091
H (-4.91, 3.91, 5.00)  0.0924
H (-4.01, 2.65, 2.77)  0.0830
H (-2.62, 0.50, 3.64)  0.0898
N (1.09, -1.66, -5.09)  -0.0065
C (0.83, -0.32, -4.93)  -0.1703
C (1.54, 0.36, -5.89)  -0.1012
C (2.25, -0.60, -6.65)  -0.0941
C (1.95, -1.83, -6.14)  -0.1267
H (0.70, -2.39, -4.53)  0.1365
H (0.16, 0.03, -4.16)  0.0861
H (1.54, 1.43, -6.03)  0.0948
H (2.90, -0.41, -7.49)  0.0981
H (2.28, -2.82, -6.43)  0.1120

Computed properties:
* LUMO level: -0.1214 Ha
* 2S+1: 1
* gap between HOMO and LUMO: 6.761 eV
* charge: +1



[3]
Here is an isolated molecule of C26H36N4O4S2 from OMol25. Energies are from the ωB97M-V functional and the def2-TZVPD basis.

Each line ends with the Löwdin charge.
Element x y z (Å)
S (1.32, 2.50, -2.04)  0.7408
C (2.14, 1.13, -1.56)  -0.7254
N (1.65, -0.11, -1.74)  0.0973
C (0.39, -0.53, -2.18)  -0.2540
C (0.31, -1.79, -2.77)  -0.0338
C (-0.90, -2.29, -3.18)  -0.0922
C (-2.06, -1.55, -3.02)  -0.1029
C (-1.99, -0.31, -2.42)  -0.0798
C (-0.78, 0.21, -1.99)  -0.0650
N (3.40, 1.23, -1.04)  -0.1231
C (4.30, 0.11, -0.91)  -0.1040
C (3.92, -0.92, 0.17)  -0.1688
O (3.43, -2.06, -0.50)  -0.1769
C (3.09, -3.17, 0.29)  -0.1677
C (1.80, -2.98, 1.11)  -0.1827
O (0.77, -2.54, 0.25)  -0.1584
C (-0.46, -3.21, 0.37)  -0.1822
C (-1.26, -2.85, 1.63)  -0.1831
N (-1.65, -1.46, 1.67)  -0.1129
C (-2.71, -1.06, 0.92)  -0.7426
S (-3.70, -2.17, 0.20)  0.7286
N (-2.90, 0.28, 0.83)  0.0933
C (-3.95, 0.99, 0.23)  -0.2628
C (-3.65, 2.24, -0.29)  -0.0335
C (-4.64, 3.01, -0.87)  -0.0885
C (-5.94, 2.54, -0.93)  -0.1015
C (-6.24, 1.31, -0.39)  -0.0819
C (-5.26, 0.53, 0.20)  -0.0629
C (-0.81, -0.54, 2.41)  -0.0987
C (0.16, 0.28, 1.53)  -0.1612
O (-0.35, 1.58, 1.27)  -0.1854
C (0.23, 2.62, 2.01)  -0.1622
C (1.53, 3.13, 1.39)  -0.1900
O (2.55, 2.16, 1.58)  -0.1575
C (3.80, 2.52, 1.05)  -0.1843
C (3.86, 2.49, -0.49)  -0.1764
H (2.26, -0.90, -1.53)  0.1034
H (1.22, -2.37, -2.89)  0.1170
H (-0.95, -3.27, -3.64)  0.1042
H (-3.01, -1.95, -3.33)  0.1024
H (-2.89, 0.27, -2.27)  0.1012
H (-0.74, 1.17, -1.51)  0.0407
H (5.29, 0.51, -0.70)  0.1262
H (4.35, -0.43, -1.86)  0.1413
H (4.79, -1.20, 0.77)  0.1301
H (3.16, -0.50, 0.84)  0.1171
H (2.94, -3.98, -0.42)  0.1348
H (3.92, -3.42, 0.97)  0.1298
H (1.96, -2.23, 1.90)  0.1196
H (1.55, -3.93, 1.59)  0.1302
H (-1.03, -2.91, -0.51)  0.0922
H (-0.32, -4.30, 0.34)  0.1328
H (-0.68, -3.08, 2.53)  0.1198
H (-2.17, -3.46, 1.63)  0.0724
H (-2.08, 0.87, 0.98)  0.0990
H (-2.63, 2.61, -0.25)  0.1097
H (-4.39, 3.98, -1.29)  0.1022
H (-6.71, 3.14, -1.39)  0.0971
H (-7.26, 0.94, -0.42)  0.1028
H (-5.51, -0.43, 0.62)  0.0530
H (-0.25, -1.13, 3.14)  0.1217
H (-1.45, 0.16, 2.97)  0.1382
H (0.29, -0.23, 0.57)  0.1102
H (1.13, 0.37, 2.02)  0.1124
H (-0.50, 3.44, 1.99)  0.1334
H (0.40, 2.32, 3.05)  0.1349
H (1.82, 4.08, 1.86)  0.1325
H (1.35, 3.30, 0.32)  0.0542
H (4.09, 3.52, 1.39)  0.1278
H (4.50, 1.79, 1.46)  0.1210
H (4.89, 2.68, -0.80)  0.1273
H (3.23, 3.28, -0.91)  0.0498

Computed properties:
* LUMO level: 0.0171 Ha
* structure (SMILES): S=C(Nc1ccccc1)N1CCOCCOCCN(C(=S)Nc2ccccc2)CCOCCOCC1
* 2S+1: 1
* gap between HOMO and LUMO: 8.142 eV
* charge: 0
* energy above the lowest of the compared OMol25 structures with the same formula, charge and spin: 4.11 kcal/mol



[4]
Here is a structure of composition C26H36N4O6S at a distorted geometry from OMol25. Energies are from the ωB97M-V functional and the def2-TZVPD basis.

Each line ends with the Löwdin charge.
Element x y z (Å)
C (-7.63, 6.42, 0.73)  -0.0565
C (-7.32, 5.30, -0.24)  -0.0762
H (-7.75, 5.38, -1.25)  0.1220
H (-7.67, 4.30, 0.12)  0.1287
O (-5.73, 5.15, -0.43)  0.0242
C (-5.19, 4.15, -1.02)  -0.9178
O (-5.79, 3.45, -1.62)  0.1963
N (-3.98, 4.05, -1.14)  0.0186
C (-3.24, 3.02, -1.85)  0.0273
H (-3.95, 2.59, -2.39)  0.0769
C (-2.57, 2.02, -0.72)  -0.0791
N (-1.66, 2.80, -0.01)  0.0230
C (-0.19, 3.09, -0.14)  -0.3473
O (0.29, 3.87, 0.64)  0.0768
C (0.42, 1.84, -0.77)  -0.0384
C (1.62, 2.19, -1.29)  -0.0318
N (2.45, 1.44, -2.01)  -0.1007
C (2.21, -0.02, -1.75)  -0.0301
C (2.79, -1.02, -2.41)  -0.0311
C (2.71, -2.38, -2.06)  -0.0513
C (1.63, -2.82, -1.50)  -0.3932
C (0.84, -1.93, -0.65)  0.0809
C (0.97, -0.52, -0.92)  0.0047
C (0.18, 0.46, -0.16)  -0.2083
O (-0.94, -0.05, 0.25)  0.0107
H (-0.11, -2.08, -0.24)  0.1082
S (1.39, -4.40, -1.28)  0.8647
O (-0.09, -4.89, -1.89)  -0.3990
O (2.56, -5.24, -1.45)  -0.3034
N (0.97, -4.48, 0.47)  -0.2316
C (-0.32, -5.34, 0.88)  0.0378
H (0.03, -6.33, 1.10)  0.0784
H (-0.94, -5.33, 0.07)  0.0250
H (-0.60, -4.68, 1.62)  0.0593
C (2.20, -4.42, 1.23)  -0.3500
C (2.61, -5.85, 1.70)  -0.1548
C (4.01, -5.58, 2.20)  -0.0921
C (3.86, -4.67, 3.88)  -0.0253
C (3.13, -3.44, 3.32)  -0.3069
C (1.85, -3.77, 2.67)  -0.1317
H (1.43, -2.53, 2.37)  0.1947
H (1.25, -4.27, 3.41)  0.1111
H (3.93, -2.85, 2.69)  0.1410
H (3.09, -2.80, 4.17)  0.0859
H (4.75, -4.70, 4.12)  -0.0016
H (3.10, -5.15, 4.24)  0.0304
H (4.82, -4.87, 1.71)  0.1431
H (4.56, -6.31, 2.59)  0.0195
H (2.85, -6.38, 0.60)  0.1650
H (2.14, -6.49, 2.29)  0.0656
H (2.77, -3.89, 0.60)  0.0835
H (3.27, -3.14, -2.66)  0.1496
H (3.61, -0.66, -3.07)  0.1183
C (3.53, 1.93, -2.68)  -0.2973
C (4.75, 1.98, -1.80)  -0.0954
H (4.55, 2.48, -0.77)  0.1115
H (5.62, 2.20, -2.53)  0.0957
H (5.05, 0.76, -1.47)  0.1395
H (3.55, 1.17, -3.58)  0.1578
H (3.25, 3.03, -2.80)  0.1403
H (1.76, 3.30, -1.66)  0.1826
C (-2.36, 4.03, 0.87)  -0.0777
H (-1.69, 4.54, 1.33)  0.0516
C (-2.97, 4.83, -0.06)  -0.0797
H (-3.66, 5.68, 0.40)  0.1563
H (-2.35, 5.54, -0.76)  0.1581
H (-2.98, 3.53, 1.47)  0.1016
H (-1.96, 1.49, -1.24)  0.0600
H (-3.01, 1.56, -0.16)  0.0034
H (-2.50, 3.72, -2.06)  0.1040
H (-7.28, 7.28, 0.41)  0.0215
H (-7.26, 6.30, 1.74)  0.0952
H (-8.65, 6.39, 0.65)  0.0579

Computed properties:
* LUMO level: -0.0395 Ha
* 2S+1: 1
* gap between HOMO and LUMO: 7.164 eV
* charge: 0
* energy above the lowest of the compared OMol25 structures with the same formula, charge and spin: 551.43 kcal/mol



- LUMO level of number 3 (C26H36N4O4S2)?
  0.0171 Ha